Record 1
C5H12O | ωB97M-V with the def2-TZVPD basis set

Its energy above the lowest of the compared OMol25 structures with the same formula, charge and spin is 1.8563 eV. As for the max |F|: 0.57 eV/A. The calculation puts the HOMO energy at -9.8 eV. As for the frontier orbital gap: 10.744 eV.

Geometry (Å):
C: 0.046 -1.021 -1.338
C: -0.911 -0.119 -1.540
C: -2.050 0.142 -0.597
H: 0.846 -1.185 -2.056
H: 0.055 -1.643 -0.445
H: -0.890 0.478 -2.453
H: -1.896 -0.373 0.356
H: -2.156 1.211 -0.385
H: -2.996 -0.205 -1.030
C: 0.696 1.920 0.030
O: 0.014 2.003 1.021
H: 0.461 2.490 -0.890
H: 1.592 1.274 -0.020
C: 1.412 -1.018 1.870
H: 2.014 -1.010 2.781
H: 2.072 -1.063 0.998
H: 0.763 -1.899 1.873
H: 0.801 -0.112 1.827

Let us look at the Mulliken charges, expressed in e, one per atom: atom 1 (C): -0.698, atom 2 (C): -0.027, atom 3 (C): -0.957, atom 4 (H): 0.279, atom 5 (H): 0.179, atom 6 (H): 0.372, atom 7 (H): 0.263, atom 8 (H): 0.259, atom 9 (H): 0.337, atom 10 (C): -0.168, atom 11 (O): -0.412, atom 12 (H): 0.311, atom 13 (H): 0.240, atom 14 (C): -0.934, atom 15 (H): 0.302, atom 16 (H): 0.229, atom 17 (H): 0.257, atom 18 (H): 0.168

Record 2
C5H11O3PS | ωB97M-V with the def2-TZVPD basis set

Its energy above the lowest of the compared OMol25 structures with the same formula, charge and spin is 2.8056 eV. As for the max |F|: 2.28 eV/A. The calculation puts the HOMO energy (alpha / beta) at -8.1 / -8.1 eV. As for the frontier orbital gap (alpha / beta): 5.281 / 5.282 eV.

Geometry (Å):
C: 0.681 0.768 0.459
C: 1.370 0.570 -0.881
C: -0.652 1.600 0.447
C: -0.147 -3.006 -1.964
C: -1.093 1.698 1.961
O: -1.664 1.065 -0.217
O: -1.446 0.439 2.435
O: 0.512 -1.882 -1.419
P: 0.420 -0.425 -2.118
S: 0.884 -0.456 -4.011
H: 0.475 -0.198 0.923
H: 1.370 1.317 1.102
H: 1.611 1.527 -1.349
H: 2.287 -0.007 -0.726
H: -0.409 2.633 0.107
H: -0.375 -2.858 -3.022
H: -1.073 -3.187 -1.416
H: 0.520 -3.861 -1.850
H: -1.940 2.396 1.997
H: -0.274 2.070 2.579
H: -2.083 0.082 1.799

Let us look at the Mulliken charges, expressed in e, one per atom: atom 1 (C): -0.834, atom 2 (C): -0.583, atom 3 (C): 0.306, atom 4 (C): -0.672, atom 5 (C): -0.726, atom 6 (O): -0.718, atom 7 (O): -0.503, atom 8 (O): -0.199, atom 9 (P): 0.538, atom 10 (S): -0.285, atom 11 (H): 0.360, atom 12 (H): 0.381, atom 13 (H): 0.381, atom 14 (H): 0.396, atom 15 (H): 0.289, atom 16 (H): 0.339, atom 17 (H): 0.253, atom 18 (H): 0.221, atom 19 (H): 0.311, atom 20 (H): 0.398, atom 21 (H): 0.347

> energy above the lowest of the compared OMol25 structures with the same formula, charge and spin of number 1 (C5H12O)?

1.8563 eV